1.
{"formula": "C4H10O4", "method": "ωB97M-V/def2-TZVPD", "molar_mass_g_mol": 122.1, "e_homo_ev": -10.228, "smiles": "O=C(O)CCCO.O", "lumo_energy_ev": 0.62, "orbital_gap_ev": 10.849, "species": ["O", "O", "O", "O", "C", "C", "C", "C", "H", "H", "H", "H", "H", "H", "H", "H", "H", "H"], "coordinates": [[-1.035, -1.976, 1.407], [2.799, 2.297, -0.134], [-1.510, 2.584, -0.649], [0.444, -3.136, 0.168], [-0.055, -2.091, 0.474], [-0.736, 0.348, 0.006], [-0.553, 1.574, -0.892], [0.313, -0.759, -0.108], [2.315, 3.023, 0.284], [-0.619, 1.285, -1.949], [-2.243, 2.514, -1.247], [-0.807, 0.657, 1.049], [2.707, 2.448, -1.099], [-1.449, -2.812, 1.633], [-1.721, -0.042, -0.278], [0.560, -0.960, -1.155], [1.254, -0.383, 0.305], [0.427, 1.996, -0.681]]}

2.
{"formula": "C2H5O2PS2", "method": "ωB97M-V/def2-TZVPD", "molar_mass_g_mol": 156.2, "e_homo_ev": [-7.454, -8.326], "lumo_energy_ev": [-4.21, -4.00], "orbital_gap_ev": [3.241, 4.329], "species": ["S", "S", "P", "O", "O", "C", "C", "H", "H", "H", "H", "H"], "coordinates": [[-4.830, -0.997, -0.741], [0.077, -0.864, 1.243], [-2.954, 0.050, -0.340], [-3.036, 1.510, -0.928], [-3.211, 0.340, 1.193], [1.669, -1.399, 0.978], [2.484, -1.223, -0.084], [2.172, -1.985, 1.713], [3.404, -1.708, -0.288], [-3.168, -0.562, 1.718], [1.995, -0.774, -0.937], [-3.774, 1.935, -0.578]]}

3.
{"formula": "C16H18BFMnN6", "method": "ωB97M-V/def2-TZVPD", "molar_mass_g_mol": 379.1, "e_homo_ev": [-8.594, -8.595], "s2": 8.76, "multiplicity": 6, "lumo_energy_ev": [0.22, -0.63], "orbital_gap_ev": [8.818, 7.961], "species": ["Mn", "F", "N", "N", "N", "N", "N", "N", "C", "C", "C", "C", "C", "C", "C", "C", "C", "C", "C", "C", "C", "C", "C", "C", "B", "H", "H", "H", "H", "H", "H", "H", "H", "H", "H", "H", "H", "H", "H", "H", "H", "H", "H"], "coordinates": [[1.432, 0.655, 0.415], [3.720, 0.680, 6.212], [0.299, 1.814, -0.804], [-3.066, -0.233, -1.328], [0.837, -0.705, -0.948], [-2.416, -0.052, -2.567], [-0.338, 1.655, -2.031], [0.180, -0.691, -2.174], [-0.129, 2.770, -2.752], [1.797, 0.515, 4.804], [0.805, 3.082, -0.744], [2.091, 0.572, 2.368], [1.829, -1.646, -0.993], [1.872, -2.144, -2.295], [0.589, 3.679, -1.978], [-3.326, -0.280, -3.574], [3.473, 0.581, 2.560], [3.176, 0.604, 4.947], [0.825, -1.535, -3.001], [-4.334, -0.591, -1.584], [1.260, 0.497, 3.489], [4.050, 0.626, 3.853], [-4.559, -0.635, -2.997], [-2.511, -2.948, 2.931], [-0.884, 0.340, -2.664], [0.178, 0.406, 3.363], [4.131, 0.532, 1.692], [1.200, 3.459, 0.183], [-5.489, -0.898, -3.480], [0.917, 4.654, -2.303], [5.132, 0.670, 4.012], [-1.888, -3.486, 3.654], [2.566, -2.852, -2.704], [-3.092, -0.195, -4.640], [1.169, 0.462, 5.703], [2.350, -1.932, -0.100], [0.533, -1.528, -4.041], [-3.123, -2.226, 3.411], [-0.789, 0.422, -3.874], [-0.407, 2.739, -3.797], [-1.860, -2.392, 2.248], [-5.084, -0.803, -0.813], [-3.116, -3.641, 2.338]]}

4.
{"formula": "C19H31N3O2S", "method": "ωB97M-V/def2-TZVPD", "molar_mass_g_mol": 365.5, "e_homo_ev": -7.799, "smiles": "COCCN(C(=S)Nc1cccc(OC)c1)C1CCN(C(C)C)CC1", "lumo_energy_ev": 0.51, "orbital_gap_ev": 8.306, "species": ["S", "O", "O", "N", "N", "N", "C", "C", "C", "C", "C", "C", "C", "C", "C", "C", "C", "C", "C", "C", "C", "C", "C", "C", "C", "H", "H", "H", "H", "H", "H", "H", "H", "H", "H", "H", "H", "H", "H", "H", "H", "H", "H", "H", "H", "H", "H", "H", "H", "H", "H", "H", "H", "H", "H", "H"], "coordinates": [[-1.093, 0.627, 2.081], [-7.057, 1.227, -0.611], [-0.247, -3.160, -0.653], [-0.105, -0.179, -0.238], [4.090, 0.321, 0.019], [-2.397, 0.080, -0.155], [5.520, 0.530, 0.198], [-4.694, 0.678, -0.390], [5.899, 1.450, 1.366], [-0.218, -0.852, -1.515], [3.486, -0.576, 0.983], [-6.300, 0.138, 1.314], [-0.924, -2.224, -1.455], [-5.297, -0.433, 2.068], [-0.742, -3.287, 0.661], [-3.684, 0.114, 0.389], [1.229, 0.164, 0.238], [1.928, 1.149, -0.701], [-1.197, 0.151, 0.499], [6.146, 1.033, -1.105], [2.128, -1.049, 0.467], [-6.822, 1.834, -1.856], [-6.003, 0.697, 0.070], [-3.989, -0.459, 1.616], [3.288, 1.520, -0.111], [5.565, 2.468, 1.180], [1.675, -1.718, 1.198], [-4.434, 1.104, -1.349], [-1.964, -2.120, -1.122], [-3.215, -0.912, 2.211], [-5.533, -0.871, 3.025], [-0.147, -4.069, 1.131], [-7.790, 2.200, -2.194], [7.228, 0.940, -1.054], [5.937, -0.465, 0.398], [4.142, -1.440, 1.117], [-0.924, -2.632, -2.473], [5.450, 1.098, 2.292], [-6.434, 1.117, -2.588], [3.128, 2.021, 0.860], [-6.129, 2.677, -1.769], [1.077, 0.660, 1.203], [3.791, 2.218, -0.781], [0.794, -1.027, -1.875], [-1.796, -3.588, 0.656], [2.277, -1.604, -0.459], [6.978, 1.460, 1.491], [3.344, -0.095, 1.968], [5.906, 2.078, -1.283], [5.781, 0.443, -1.941], [-0.730, -0.226, -2.260], [-0.642, -2.363, 1.237], [1.318, 2.047, -0.821], [-7.320, 0.163, 1.658], [-2.368, 0.240, -1.153], [2.089, 0.701, -1.682]]}

5.
{"formula": "C9H12N5", "method": "ωB97M-V/def2-TZVPD", "molar_mass_g_mol": 190.2, "e_homo_ev": [-11.148, -12.620], "charge": 1, "lumo_energy_ev": [-5.80, -4.33], "orbital_gap_ev": [5.345, 8.291], "species": ["N", "N", "N", "N", "N", "C", "C", "C", "C", "C", "C", "C", "C", "C", "H", "H", "H", "H", "H", "H", "H", "H", "H", "H", "H", "H"], "coordinates": [[3.559, -1.618, 0.680], [1.645, -0.365, 1.022], [1.505, 1.851, 0.210], [0.996, 0.636, 0.675], [-0.639, 0.062, -1.137], [-2.548, -1.292, -0.492], [-2.256, 0.989, 0.371], [-3.407, 0.859, 1.035], [3.415, 0.496, -0.460], [-1.782, -0.106, -0.464], [-4.195, -0.344, 0.968], [2.681, 1.769, -0.292], [2.796, -0.559, 0.427], [-3.806, -1.363, 0.109], [3.112, -2.371, 1.209], [-0.593, -0.747, -1.839], [-5.146, -0.361, 1.480], [-4.522, -2.113, -0.080], [-1.682, 1.898, 0.382], [-3.703, 1.718, 1.719], [3.198, 2.660, -0.472], [4.564, -1.859, 0.493], [3.367, 0.225, -1.477], [-2.311, -2.184, -1.202], [0.228, 0.994, 1.206], [4.463, 0.473, -0.359]]}

6.
{"formula": "C5H10OS2", "method": "ωB97M-V/def2-TZVPD", "molar_mass_g_mol": 150.3, "e_homo_ev": -8.615, "smiles": "CC(C)(O)C(=S)CS", "lumo_energy_ev": -0.29, "orbital_gap_ev": 8.324, "species": ["S", "S", "O", "C", "C", "C", "C", "C", "H", "H", "H", "H", "H", "H", "H", "H", "H", "H"], "coordinates": [[2.936, 0.102, 0.348], [0.020, 2.526, 0.177], [0.159, -1.403, -0.421], [-0.480, -0.182, 0.083], [-1.888, -0.097, -0.552], [0.409, 0.984, -0.218], [-0.554, -0.340, 1.571], [1.772, 0.706, -0.890], [-1.080, 0.482, 2.037], [2.607, -1.216, 0.265], [-0.182, -1.478, -1.340], [-1.179, -1.237, 1.791], [1.618, -0.048, -1.679], [2.071, 1.718, -1.254], [-2.535, -0.913, -0.233], [-1.803, 0.009, -1.662], [0.457, -0.402, 2.019], [-2.349, 0.790, -0.042]]}